Record 1
DFT (wB97M-V/def2-TZVPD) results for a structure of composition C48H57BGeN11ORe.

Geometry as ORCA input:
```
! RIJCOSX wB97M-V def2-TZVPD def2/J DEFGRID3
* xyz 0 3
Re -0.713 1.731 1.153
C -4.027 1.074 3.910
C -3.498 1.291 2.642
N -2.171 1.317 2.707
N -1.815 1.119 3.997
C -2.927 0.960 4.733
B -0.281 1.078 4.317
N 0.277 0.001 3.412
C 0.653 -1.248 3.790
C 0.521 -2.091 2.738
C -0.003 -1.307 1.661
N -0.097 -0.011 2.097
N 0.231 2.474 3.882
C 0.686 3.463 4.668
C 0.715 4.622 3.926
C 0.248 4.255 2.664
N -0.017 2.951 2.656
N 0.157 0.847 5.741
C -0.419 1.025 6.953
C 0.538 0.829 7.917
C 1.700 0.534 7.191
N 1.459 0.558 5.899
H -5.061 1.021 4.180
H -4.014 1.399 1.709
H -2.902 0.759 5.781
H 1.005 -1.423 4.785
H 0.719 -3.143 2.707
H -0.894 -1.031 -0.218
H 0.964 3.283 5.686
H 1.025 5.592 4.251
H 0.063 4.877 1.811
H -1.453 1.270 7.067
H 0.427 0.894 8.981
H 2.683 0.307 7.557
C 2.465 2.169 -4.230
N 2.719 1.248 -3.136
C 3.038 1.934 -1.903
C 1.784 0.228 -2.972
N 1.120 0.157 -1.890
N 1.704 -0.618 -4.068
C 2.897 -0.948 -4.819
C 0.709 -1.662 -4.079
H 1.737 2.938 -3.938
H 2.077 1.629 -5.091
H 3.401 2.659 -4.502
H 3.847 2.638 -2.095
H 3.356 1.204 -1.162
H 2.166 2.462 -1.516
H 0.562 -0.682 -1.778
H 3.665 -0.205 -4.632
H 2.669 -0.975 -5.888
H 3.282 -1.931 -4.521
H -0.229 -1.292 -3.666
H 1.018 -2.550 -3.511
H 0.525 -1.960 -5.113
C 2.147 4.466 0.057
C 1.461 5.255 -1.067
C 0.881 6.574 -0.529
C 0.369 4.582 -1.890
C 0.241 5.088 -3.179
C -0.795 4.734 -4.018
C -1.743 3.838 -3.565
C -1.653 3.280 -2.303
C -2.740 2.302 -1.907
C -3.534 2.801 -0.701
C -2.143 0.920 -1.667
C -0.582 3.629 -1.433
O -0.491 3.104 -0.226
H 3.094 4.056 -0.285
H 1.531 3.649 0.418
H 2.360 5.123 0.896
H 2.242 5.545 -1.781
H 0.057 6.401 0.159
H 0.511 7.188 -1.347
H 1.656 7.132 -0.007
H 0.967 5.810 -3.529
H -0.879 5.169 -5.002
H -2.577 3.567 -4.201
H -3.433 2.217 -2.755
H -2.902 2.819 0.189
H -4.383 2.147 -0.511
H -3.908 3.807 -0.876
H -1.467 0.935 -0.788
H -1.546 0.614 -2.522
H -2.918 0.180 -1.484
C -0.450 -1.760 0.441
Ge -0.255 -3.580 -0.172
C -1.144 -3.714 -1.940
C -0.695 -4.550 -2.953
C -1.373 -4.633 -4.157
C -2.507 -3.868 -4.362
C -2.992 -3.062 -3.345
C -2.313 -2.994 -2.142
C -1.188 -4.916 0.963
C -1.224 -6.247 0.567
C -1.840 -7.204 1.350
C -2.450 -6.840 2.539
C -2.460 -5.511 2.923
C -1.836 -4.559 2.137
C 1.653 -4.078 -0.384
C 2.107 -5.372 -0.187
C 3.439 -5.693 -0.374
C 4.334 -4.716 -0.775
C 3.895 -3.419 -0.980
C 2.565 -3.104 -0.770
H 0.206 -5.133 -2.806
H -1.024 -5.298 -4.935
H -3.014 -3.897 -5.315
H -3.898 -2.492 -3.491
H -2.694 -2.381 -1.334
H -0.768 -6.534 -0.372
H -1.852 -8.238 1.035
H -2.920 -7.588 3.161
H -2.954 -5.217 3.839
H -1.846 -3.519 2.432
H 1.414 -6.132 0.140
H 3.775 -6.709 -0.215
H 5.375 -4.962 -0.923
H 4.588 -2.650 -1.294
H 2.230 -2.084 -0.891
*
```

Properties
ΔE to the lowest compared entry with this formula, charge and spin: 63.4 kcal per mole
HOMO (spin up / spin down): -6.64 / -6.24 eV

Here are the Mulliken charges for atoms 1 to 2, given in e:
1 Re 0.02
2 C -1.51

=====

Record 2
DFT (wB97M-V/def2-TZVPD) results for a structure of composition C48H57IN5OS3SiZn.

Geometry as ORCA input:
```
! RIJCOSX wB97M-V def2-TZVPD def2/J DEFGRID3
* xyz 1 1
Zn -1.288 -0.228 -1.286
N 1.476 1.197 -2.512
S 2.573 0.665 -1.521
N 2.550 -0.200 -0.210
S 2.579 0.047 1.328
N 1.460 0.778 2.053
S -0.185 0.553 1.797
N -0.687 0.651 0.446
C -0.694 1.841 2.909
C -1.641 2.710 2.396
C -2.086 3.761 3.190
C -1.584 3.919 4.471
C -0.633 3.034 4.973
C -0.178 1.989 4.192
C -0.557 -0.974 2.624
C -0.169 -2.121 1.940
C -0.526 -3.359 2.442
C -1.282 -3.445 3.604
C -1.700 -2.293 4.253
C -1.344 -1.043 3.764
C 4.043 0.911 1.842
C 5.269 0.368 1.476
C 6.427 1.000 1.889
C 6.349 2.155 2.658
C 5.118 2.680 3.018
C 3.945 2.058 2.612
C 2.825 -1.602 1.917
C 2.858 -1.753 3.299
C 2.983 -3.025 3.822
C 3.071 -4.120 2.970
C 3.035 -3.950 1.594
C 2.907 -2.680 1.049
C 3.641 -0.237 -2.597
C 4.588 -1.084 -2.036
C 5.436 -1.783 -2.879
C 5.327 -1.633 -4.254
C 4.383 -0.772 -4.794
C 3.527 -0.059 -3.971
C 3.378 2.175 -1.050
C 4.695 2.441 -1.369
C 5.219 3.677 -1.008
C 4.425 4.612 -0.364
C 3.098 4.324 -0.062
C 2.560 3.098 -0.407
H -2.022 2.553 1.397
H -2.826 4.448 2.804
H -1.933 4.736 5.089
H -0.251 3.163 5.977
H 0.564 1.297 4.571
H 0.345 -2.055 0.988
H -0.240 -4.254 1.904
H -1.571 -4.413 3.990
H -2.318 -2.361 5.138
H -1.693 -0.149 4.261
H 5.322 -0.542 0.894
H 7.390 0.590 1.619
H 7.257 2.643 2.984
H 5.064 3.576 3.621
H 2.975 2.448 2.885
H 2.780 -0.892 3.952
H 3.007 -3.167 4.894
H 3.160 -5.115 3.385
H 3.087 -4.807 0.936
H 2.807 -2.542 -0.020
H 4.652 -1.214 -0.967
H 6.173 -2.453 -2.460
H 5.977 -2.196 -4.908
H 4.303 -0.657 -5.866
H 2.781 0.601 -4.382
H 5.307 1.713 -1.885
H 6.248 3.908 -1.247
H 4.835 5.579 -0.108
H 2.477 5.060 0.431
H 1.521 2.871 -0.191
O -0.361 2.140 -3.002
N 0.159 1.367 -2.252
I 0.563 -2.147 -1.937
C -5.248 -0.791 -4.178
C -3.917 -0.196 -3.698
C -2.774 -0.809 -4.523
C -3.922 1.299 -4.036
Si -3.585 -0.498 -1.819
C -4.530 0.786 -0.707
C -3.853 2.160 -0.817
C -6.012 0.946 -1.065
C -4.442 0.383 0.771
C -3.987 -2.326 -1.289
C -3.444 -3.314 -2.331
C -3.266 -2.673 0.025
C -5.484 -2.600 -1.103
H -5.413 -0.521 -5.227
H -6.100 -0.415 -3.609
H -5.264 -1.879 -4.120
H -2.969 -0.649 -5.588
H -2.651 -1.879 -4.368
H -1.818 -0.332 -4.290
H -4.012 1.415 -5.121
H -2.995 1.791 -3.730
H -4.759 1.834 -3.588
H -3.905 2.587 -1.815
H -2.795 2.105 -0.544
H -4.345 2.863 -0.134
H -6.156 1.340 -2.071
H -6.489 1.649 -0.371
H -6.558 0.004 -0.999
H -3.409 0.200 1.084
H -5.028 -0.507 0.995
H -4.839 1.196 1.391
H -2.372 -3.185 -2.493
H -3.947 -3.235 -3.294
H -3.601 -4.336 -1.968
H -2.184 -2.545 -0.067
H -3.441 -3.730 0.262
H -3.606 -2.088 0.878
H -6.062 -2.383 -2.002
H -5.912 -2.020 -0.285
H -5.639 -3.658 -0.862
*
```

Properties
HOMO: -9.08 eV

Here are the Mulliken charges for atoms 1 to 2, given in e:
1 Zn 0.44
2 N -0.96

=====

| no. | E_tot (eV) |
| --- | --- |
| 1 | -128461.35305 |
| 2 | -157088.10967 |